(1)
ORCA calculation (wB97M-V/def2-TZVPD) on a cluster of 2 separate species, C5H9NO in total.

Geometry (Å):
C1 1.549 0.259 1.158
C2 1.141 0.938 -0.151
C3 0.717 -0.062 -1.201
C4 -0.459 -0.036 -1.787
N1 -1.540 0.044 -2.363
H1 0.744 -0.383 1.536
H2 2.428 -0.379 1.010
H3 1.790 0.992 1.935
H4 0.322 1.644 0.033
H5 1.982 1.536 -0.524
H6 1.407 -0.855 -1.479
H7 -2.289 -0.455 -1.873
C5 -1.940 -0.807 0.930
O1 -2.679 -1.238 0.078
H8 -1.649 0.260 0.976
H9 -1.523 -1.459 1.721

Atoms 1-6, force components in eV/Å:
0.0085 -0.0556 0.0929
-0.0073 0.1150 0.0213
-0.1593 -0.0268 -0.1144
-0.2819 0.0192 -0.1093
0.5714 -0.0361 0.3121
0.1295 0.1052 -0.0520

* SMILES string: CCC=C=N.C=O
* frontier orbital gap: 0.3401 Eh
* calculated total energy: -325.83425 Eh
* LUMO energy: 0.53 eV
* molecular weight: 99.1 g/mol
* energy relative to the best compared isomer or geometry (same formula, charge and spin): 64.83 kcal per mole

---

(2)
ORCA calculation (wB97M-V/def2-TZVPD) on an isolated molecule of CH5PS.

Geometry (Å):
C1 0.894 -0.549 0.271
P1 -0.719 0.321 -0.156
S1 -2.665 -0.070 0.241
H1 0.426 -1.219 0.982
H2 1.426 0.337 0.737
H3 1.357 -0.933 -0.599
H4 -0.453 0.482 -1.529
H5 -0.265 1.632 0.053

Atoms 1-6, force components in eV/Å:
-0.5420 2.3210 1.0455
4.6983 0.9561 -0.3073
-4.6480 -0.4475 0.0608
1.1550 -0.6135 0.1433
-0.0765 -1.6163 -0.2630
0.7436 -0.7982 -0.5085

* frontier orbital gap (spin up / spin down): 0.2143 / 0.2496 Eh
* ⟨S²⟩: 2.005
* multiplicity: 3
* calculated total energy: -780.45813 Eh
* LUMO energy (spin up / spin down): 0.97 / -2.71 eV
* molecular weight: 80.1 g/mol
* energy relative to the best compared isomer or geometry (same formula, charge and spin): 19.52 kcal per mole

---

(3)
ORCA calculation (wB97M-V/def2-TZVPD) on a structure of composition C3H5ClN2O4.

Geometry (Å):
C1 -0.535 1.189 -0.422
C2 0.418 -0.932 1.248
C3 0.752 0.577 0.094
N1 -0.207 -1.991 0.398
N2 1.522 0.010 -1.076
O1 -0.460 -1.718 -0.741
O2 1.629 0.782 -2.011
O3 -0.409 -3.058 0.855
O4 2.051 -1.068 -0.938
Cl1 1.743 1.678 1.009
H1 -1.132 1.600 0.512
H2 -0.305 2.112 -1.111
H3 -1.054 0.358 -0.910
H4 -0.246 -0.512 1.963
H5 1.309 -1.283 1.465

Atoms 1-6, force components in eV/Å:
-0.3589 2.1162 1.1921
-2.8283 4.4262 -4.8914
-1.6046 -2.9359 2.0342
-0.1440 1.4961 -0.5268
1.0270 0.9095 0.2571
-0.5926 0.5940 -1.4440

* frontier orbital gap: 0.3907 Eh
* calculated total energy: -987.71979 Eh
* LUMO energy: -0.34 eV
* molecular weight: 168.5 g/mol
* energy relative to the best compared isomer or geometry (same formula, charge and spin): 63.10 kcal per mole

---

Question: Look up the energy relative to the best compared isomer or geometry (same formula, charge and spin) of the second one.
Answer: 19.52 kcal per mole

---

Question: Which formula does entry 1 have?
Answer: C5H9NO

---

What did the third record say?
ORCA calculation (wB97M-V/def2-TZVPD) on a structure of composition C3H5ClN2O4.

Geometry (Å):
C1 -0.535 1.189 -0.422
C2 0.418 -0.932 1.248
C3 0.752 0.577 0.094
N1 -0.207 -1.991 0.398
N2 1.522 0.010 -1.076
O1 -0.460 -1.718 -0.741
O2 1.629 0.782 -2.011
O3 -0.409 -3.058 0.855
O4 2.051 -1.068 -0.938
Cl1 1.743 1.678 1.009
H1 -1.132 1.600 0.512
H2 -0.305 2.112 -1.111
H3 -1.054 0.358 -0.910
H4 -0.246 -0.512 1.963
H5 1.309 -1.283 1.465

Atoms 1-6, force components in eV/Å:
-0.3589 2.1162 1.1921
-2.8283 4.4262 -4.8914
-1.6046 -2.9359 2.0342
-0.1440 1.4961 -0.5268
1.0270 0.9095 0.2571
-0.5926 0.5940 -1.4440

* frontier orbital gap: 0.3907 Eh
* calculated total energy: -987.71979 Eh
* LUMO energy: -0.34 eV
* molecular weight: 168.5 g/mol
* energy relative to the best compared isomer or geometry (same formula, charge and spin): 63.10 kcal per mole